Entry 1:
This record from the OMol25 dataset describes a structure of composition C45H48GeIrN3O5S3Te. The level of theory is the ωB97M-V functional and the def2-TZVPD basis.

Geometry as ORCA input:
```
! RIJCOSX wB97M-V def2-TZVPD def2/J DEFGRID3
* xyz -2 5
Ir -1.18 -1.10 -2.12
S -3.00 -0.36 -1.20
C -1.97 -0.97 -3.98
C -2.86 0.01 -4.43
C -3.25 0.07 -5.77
C -2.75 -0.87 -6.67
C -1.87 -1.85 -6.23
C -1.45 -1.91 -4.89
S -0.33 -3.11 -4.27
H -3.27 0.73 -3.73
H -3.94 0.84 -6.10
H -3.07 -0.85 -7.70
H -1.48 -2.60 -6.91
C 2.00 -2.58 -1.90
N 2.56 -1.25 -2.06
C 3.65 -0.94 -1.16
C 1.89 -0.27 -2.73
N 0.64 -0.35 -3.02
N 2.68 0.81 -3.15
C 1.96 2.02 -3.51
C 3.75 0.48 -4.08
H 2.81 -3.32 -2.02
H 1.25 -2.76 -2.68
H 1.54 -2.71 -0.93
H 3.37 -1.22 -0.14
H 3.88 0.11 -1.20
H 4.55 -1.52 -1.42
H 0.35 0.30 -3.74
H 1.52 1.97 -4.52
H 2.65 2.86 -3.48
H 1.16 2.20 -2.79
H 4.25 -0.43 -3.77
H 4.48 1.29 -4.11
H 3.36 0.32 -5.10
C -3.04 -1.04 4.63
C -2.98 -1.82 3.34
C -1.78 -2.39 2.91
C -1.69 -3.04 1.69
C -2.82 -3.14 0.88
C -4.03 -2.62 1.31
C -4.11 -1.96 2.53
S -2.74 -3.99 -0.70
O -2.43 -5.38 -0.32
O -4.03 -3.82 -1.31
O -1.60 -3.42 -1.46
H -2.42 -1.50 5.40
H -4.07 -0.98 5.00
H -2.68 -0.02 4.47
H -0.90 -2.30 3.54
H -0.75 -3.45 1.35
H -4.89 -2.72 0.66
H -5.05 -1.53 2.85
Te 0.38 -5.47 -0.64
C 0.51 -6.72 1.07
C -0.65 -7.11 1.75
C -0.57 -7.88 2.91
C 0.67 -8.26 3.41
C 1.82 -7.88 2.74
C 1.74 -7.11 1.59
H -1.62 -6.81 1.36
H -1.48 -8.17 3.42
H 0.73 -8.85 4.32
H 2.79 -8.17 3.13
H 2.66 -6.82 1.08
O -0.05 -0.99 -0.12
C 0.31 0.12 0.36
O 0.27 1.26 -0.15
C 0.84 0.06 1.79
C 0.62 1.37 2.52
Ge 0.51 2.94 1.36
C -1.20 3.43 0.55
C -2.23 2.49 0.45
C -3.47 2.85 -0.07
C -3.69 4.15 -0.50
C -2.68 5.10 -0.39
C -1.45 4.74 0.14
C 2.16 3.47 0.45
C 3.33 2.75 0.68
C 4.54 3.14 0.12
C 4.60 4.28 -0.67
C 3.45 5.01 -0.91
C 2.24 4.60 -0.36
C 0.51 4.33 2.84
C -0.60 4.38 3.69
C -0.64 5.23 4.79
C 0.43 6.07 5.06
C 1.54 6.06 4.22
C 1.57 5.19 3.13
H 1.91 -0.17 1.71
H 0.37 -0.79 2.28
H 1.40 1.59 3.25
H -0.32 1.35 3.08
H -2.06 1.46 0.74
H -4.24 2.10 -0.18
H -4.65 4.43 -0.93
H -2.85 6.12 -0.72
H -0.69 5.50 0.26
H 3.29 1.85 1.30
H 5.44 2.56 0.31
H 5.54 4.59 -1.11
H 3.48 5.89 -1.54
H 1.34 5.18 -0.56
H -1.45 3.74 3.49
H -1.51 5.24 5.44
H 0.40 6.74 5.91
H 2.38 6.71 4.42
H 2.45 5.19 2.49
*
```

## Properties
HOMO energy (spin up / spin down): -1.4 / -1.3 eV
Relative energy (zero: lowest compared OMol25 entry of this formula, charge and spin): 25.48 kcal per mole
E_tot: -161306.333 eV
Max |F|: 0.925 eV/A
<S²>: 6.021
Kohn-Sham gap (spin up / spin down): 5.128 / 4.962 eV



Entry 2:
This record from the OMol25 dataset describes a cluster of 9 separate species, C45H48O15 in total. The level of theory is the ωB97M-V functional and the def2-TZVPD basis.

Geometry as ORCA input:
```
! RIJCOSX wB97M-V def2-TZVPD def2/J DEFGRID3
* xyz 0 1
O 0.79 -1.35 -3.85
C 0.76 -2.63 -3.94
C 0.01 -3.43 -2.89
C -0.04 -4.93 -3.13
C 0.65 -5.56 -4.27
O 0.68 -6.79 -4.35
C 1.30 -4.73 -5.24
C 1.35 -3.30 -5.07
H -0.69 -2.99 -2.08
H -0.84 -5.62 -2.45
H 1.75 -5.26 -6.04
H 1.89 -2.57 -5.77
O 1.28 2.92 4.30
C 1.56 4.07 4.05
C 1.91 4.54 2.61
C 2.46 5.97 2.54
C 2.54 6.95 3.57
O 2.68 8.11 3.33
C 2.38 6.38 4.88
C 1.76 5.08 5.08
H 1.64 3.87 1.73
H 2.53 6.21 1.47
H 2.42 6.92 5.89
H 1.62 4.69 6.05
O 3.86 -3.87 -2.64
C 4.61 -2.99 -2.45
C 4.61 -1.62 -3.05
C 5.51 -0.53 -2.48
C 6.49 -0.79 -1.37
O 7.16 0.11 -0.94
C 6.43 -2.11 -0.75
C 5.64 -3.14 -1.32
H 3.94 -1.10 -3.81
H 5.50 0.38 -2.94
H 7.24 -2.42 0.11
H 5.73 -4.16 -0.73
O -1.36 -3.94 3.94
C -1.68 -4.98 3.39
C -2.97 -5.76 3.70
C -3.55 -6.77 2.70
C -2.79 -7.15 1.54
O -3.15 -8.04 0.81
C -1.45 -6.61 1.37
C -1.11 -5.37 2.05
H -3.68 -5.60 4.48
H -4.48 -7.13 3.04
H -0.79 -7.00 0.50
H -0.15 -4.95 1.89
O -1.50 -0.82 6.52
C -1.97 -0.20 5.59
C -1.26 0.99 5.01
C -1.99 1.85 3.88
C -3.32 1.38 3.35
O -3.92 2.04 2.40
C -3.90 0.17 3.85
C -3.28 -0.60 4.97
H -0.28 1.20 5.43
H -1.57 2.77 3.45
H -5.03 -0.13 3.66
H -3.60 -1.68 5.28
O 0.22 -2.73 1.04
C 0.66 -1.71 0.71
C 1.50 -1.52 -0.56
C 1.96 -0.12 -0.86
C 1.53 1.14 -0.08
O 1.90 2.27 -0.25
C 0.67 0.90 1.13
C 0.31 -0.48 1.53
H 1.91 -2.30 -1.12
H 2.55 0.05 -1.63
H 0.59 1.65 1.86
H -0.21 -0.49 2.58
C -4.67 -3.69 0.70
C -4.26 -2.56 -0.28
C -2.79 -2.41 -0.50
O -4.93 -2.40 -1.49
H -4.19 -3.48 1.74
H -4.57 -4.81 0.33
H -5.72 -3.95 0.85
H -4.76 -1.50 0.05
H -2.58 -1.86 -1.56
H -2.12 -3.45 -0.49
H -2.29 -1.91 0.36
H -5.83 -2.38 -1.30
C 1.50 5.47 -1.96
C 0.86 6.16 -3.22
C 1.20 7.68 -3.37
O 1.34 5.44 -4.25
H 1.18 5.83 -1.01
H 2.45 5.42 -2.16
H 1.30 4.47 -1.96
H -0.24 6.03 -3.00
H 2.35 7.83 -3.72
H 0.85 8.30 -2.51
H 0.64 8.18 -4.09
H 0.66 4.78 -4.32
C -2.19 3.97 -1.36
C -1.19 3.05 -2.11
C -1.58 1.51 -2.21
O -1.18 3.50 -3.41
H -3.31 3.85 -1.37
H -2.11 5.05 -1.22
H -2.16 3.89 -0.40
H -0.16 2.95 -1.62
H -1.54 1.10 -1.14
H -0.72 1.03 -2.67
H -2.54 1.40 -2.63
H -0.64 2.84 -3.88
*
```

## Properties
HOMO energy: -9.5 eV
Relative energy (zero: lowest compared OMol25 entry of this formula, charge and spin): 0.00 kcal per mole
E_tot: -78130.972 eV
Max |F|: 9.484 eV/A
Kohn-Sham gap: 7.032 eV